1.
8 unconnected molecules or ions with the total composition C30H45N3O8 in a non-equilibrium geometry. Source: the OMol25 dataset; level of theory: ωB97M-V/def2-TZVPD.

Structure (ORCA input):
```
! RIJCOSX wB97M-V def2-TZVPD def2/J DEFGRID3
* xyz 0 1
C 1.9582 2.0309 4.8083
C 2.2034 3.0621 5.7410
C 1.7445 2.5956 6.9656
N 1.0747 1.4095 6.6949
C 1.2575 1.0043 5.4037
H 2.0491 2.0854 3.7335
H 2.4738 4.0934 5.5685
H 1.6744 3.0830 7.9268
H 0.7202 0.8693 7.4712
H 0.9450 0.0617 4.9791
C -4.8316 4.2732 7.4674
C -5.0658 3.0620 6.8374
C -6.4035 3.0038 6.6705
N -6.9583 4.1991 7.0828
C -5.9304 4.9703 7.6368
H -3.9190 4.7107 7.8444
H -4.2678 2.3423 6.7298
H -6.9293 2.2358 6.1227
H -7.8834 4.5508 6.8814
H -6.1272 5.9671 8.0029
C -2.9040 1.0749 -9.3117
C -2.7751 2.1177 -10.2207
C -2.3645 3.2730 -9.4802
N -2.1648 2.8595 -8.2148
C -2.5578 1.5712 -8.0863
H -3.1380 0.0413 -9.5197
H -2.9119 1.9692 -11.2816
H -2.0485 4.2549 -9.8002
H -1.8820 3.5022 -7.4888
H -2.3551 1.0969 -7.1375
O -2.0552 0.8211 -1.4426
C -2.0303 -0.2756 -0.9039
C -2.8743 -0.7532 0.2021
C -2.8503 -2.2769 -0.0173
C -1.4791 -2.5613 -0.5729
O -1.2469 -1.3344 -1.3828
H -2.4715 -0.4982 1.1823
H -3.9078 -0.4734 -0.0018
H -2.9487 -2.7834 0.9428
H -3.6401 -2.6353 -0.6775
H -0.6619 -2.8814 0.0735
H -1.5607 -3.4195 -1.2398
O -0.9301 9.2145 0.8062
C -1.5623 8.2936 1.3094
C -3.0135 7.8612 0.9118
C -3.2614 6.6118 1.7543
C -2.1818 6.7894 2.8228
O -1.0912 7.6041 2.2898
H -3.7255 8.6497 1.1558
H -2.9973 7.6412 -0.1556
H -4.2410 6.7095 2.2221
H -3.2466 5.6196 1.3031
H -2.6148 7.2405 3.7156
H -1.9679 5.7980 3.2221
O 1.7128 -5.4110 -5.7754
C 2.1663 -4.8132 -6.7545
C 2.2940 -3.3733 -7.0139
C 3.0456 -3.3344 -8.2991
C 3.2740 -4.7430 -8.7208
O 2.4684 -5.5585 -7.8690
H 1.3009 -2.9439 -7.1457
H 2.8735 -2.8752 -6.2367
H 2.5768 -2.8407 -9.1504
H 4.0100 -2.8447 -8.1642
H 2.9663 -4.7639 -9.7663
H 4.3301 -4.9963 -8.6280
C 3.1011 -5.6438 5.5742
C 1.8248 -6.1531 6.0842
C 1.7470 -6.7754 7.4888
O 0.7859 -5.7784 5.5332
H 3.0208 -5.1217 4.6208
H 3.7182 -6.5406 5.5183
H 3.3842 -4.8256 6.2363
H 2.6014 -6.2736 7.9430
H 2.0304 -7.7980 7.2400
H 0.8534 -6.7394 8.1120
C 7.5032 -2.8611 -2.9973
C 6.4572 -3.8503 -2.5914
C 6.6743 -5.3212 -2.8830
O 5.5499 -3.6066 -1.7724
H 7.6321 -3.0467 -4.0636
H 8.5283 -2.9171 -2.6309
H 7.2455 -1.8525 -2.6741
H 6.2461 -5.8268 -2.0175
H 7.7553 -5.4608 -2.8866
H 6.1994 -5.4426 -3.8566
*
```

Calculated values
SMILES: c1cc[nH]c1.c1cc[nH]c1.c1cc[nH]c1.O=C1CCCO1.O=C1CCCO1.O=C1CCCO1.CC(C)=O.CC(C)=O
HOMO level, eV: -8.002

2.
C10H8BrFN2S in the gas phase in a non-equilibrium geometry. Source: the OMol25 dataset; level of theory: ωB97M-V/def2-TZVPD.

Structure (ORCA input):
```
! RIJCOSX wB97M-V def2-TZVPD def2/J DEFGRID3
* xyz 0 1
C 0.9909 1.1214 -1.8676
N 0.5824 0.3391 -0.7182
C -0.6280 0.5655 -0.1865
C -1.6860 -0.1728 -0.6554
C -2.9507 0.0398 0.0207
C -3.0856 0.9932 1.0146
F -4.2572 0.8877 1.7158
C -2.0795 1.7583 1.4447
C -0.8449 1.5724 0.8708
C 1.4141 -0.7152 -0.1774
N 1.1856 -1.4150 0.8468
C 2.2041 -2.3270 1.1330
C 3.3042 -2.2241 0.2192
Br 4.9527 -3.2794 0.3854
S 2.9816 -1.0907 -1.0654
H 0.3134 1.8803 -2.1554
H 1.9700 1.6176 -1.7984
H 1.0011 0.3613 -2.6980
H -1.5458 -0.9390 -1.4757
H -3.8580 -0.5438 -0.2331
H -2.1773 2.4852 2.2445
H 0.0491 2.1062 1.1246
H 2.1637 -3.0209 2.0111
*
```

Calculated values
SMILES: CN(c1ccc(F)cc1)c1ncc(Br)s1
HOMO level, eV: -8.173
Energy relative to the best compared isomer or geometry (same formula, charge and spin), kcal/mol: 0.00

3.
A molecular structure, C23H21HgN9O in a non-equilibrium geometry. Source: the OMol25 dataset; level of theory: ωB97M-V/def2-TZVPD.

Structure (ORCA input):
```
! RIJCOSX wB97M-V def2-TZVPD def2/J DEFGRID3
* xyz 1 2
Hg 0.3830 4.4546 -1.2493
C 0.7702 0.3200 -2.4667
N -0.1923 -0.2578 -1.5235
C -1.0040 -1.2818 -1.8281
N -1.6131 -1.7284 -0.7508
C -1.1405 -0.9047 0.2181
N -0.2927 0.0155 -0.2042
C 1.8654 -0.7469 -2.6687
C 2.6708 -1.0054 -3.7707
C 3.5123 -2.1186 -3.7436
C 3.5914 -2.9782 -2.6521
C 2.8640 -2.6578 -1.5129
C 2.0398 -1.5461 -1.5641
C 2.6968 -3.3689 -0.2240
N 2.9618 -4.5165 0.2954
N 2.3862 -4.5108 1.5815
C 1.8851 -3.3344 1.7428
O 2.0499 -2.5768 0.6569
C 1.1238 -2.6123 2.7732
C 0.4152 -3.2383 3.7874
C -0.3630 -2.4630 4.6359
C -0.3932 -1.0841 4.5014
C 0.3879 -0.4391 3.5394
C 0.4229 1.0734 3.5774
N 0.0159 1.8957 2.4299
C 0.7427 2.5019 1.4933
N -0.0612 3.2091 0.7084
C -1.3049 2.9504 1.1976
N -1.2928 2.1722 2.2427
C 1.1211 -1.2154 2.6654
H 1.1869 1.2496 -2.0823
H 0.2189 0.5494 -3.3776
H -1.0741 -1.7093 -2.8157
H -1.4180 -1.0271 1.2591
H 2.6135 -0.3967 -4.6652
H 4.1075 -2.3379 -4.6203
H 4.2253 -3.8542 -2.6751
H 1.4658 -1.3261 -0.6918
H 0.4447 -4.3159 3.8756
H -0.9552 -2.9367 5.4070
H -0.9999 -0.4984 5.1817
H 1.4334 1.4185 3.8085
H -0.2373 1.3734 4.3877
H 1.8188 2.4697 1.4485
H -2.2062 3.3741 0.7904
H 1.7129 -0.7443 1.8930
C -4.9681 4.6104 -2.2210
C -4.3319 3.2448 -2.5106
C -2.8868 3.2806 -2.2990
N -1.7521 3.3156 -2.1288
H -6.0250 4.5802 -2.4742
H -4.4950 5.3937 -2.8106
H -4.8728 4.8678 -1.1674
H -4.5111 2.9381 -3.5414
H -4.7428 2.4733 -1.8581
*
```

Calculated values
HOMO level (spin up / spin down), eV: -10.999 / -10.998
Energy relative to the best compared isomer or geometry (same formula, charge and spin), kcal/mol: 33.41